[1]
C8H20N2 as an isolated structure at a distorted geometry. Source: the Open Molecules 2025 dataset; level of theory: ωB97M-V with the def2-TZVPD basis set.

Computed properties:
- HOMO energy (spin up / spin down) (eV) = -6.75 / -6.76
- ΔE to the lowest compared entry with this formula, charge and spin (eV) = 5.1632

Geometry (Å):
C1 -0.6612 -0.4984 1.2734
C2 -1.4033 0.1801 2.4061
C3 -1.5551 -1.4248 0.4780
C4 0.5817 -1.1921 1.7876
H1 0.4262 -0.1453 -0.4843
H2 -0.7850 0.9595 2.8564
H3 -1.6647 -0.5334 3.1962
H4 -2.3380 0.6272 2.0690
H5 -2.4641 -0.9203 0.1518
H6 -1.0403 -1.8065 -0.4021
H7 -1.8475 -2.2979 1.0742
H8 1.1385 -1.6601 0.9782
H9 1.2367 -0.4952 2.3133
H10 0.3231 -1.9836 2.5010
C5 2.3962 -0.2643 -1.8240
C6 -1.2680 1.6181 -0.7001
N1 1.0159 -0.6630 -1.6790
C7 -0.1270 1.0742 0.1030
N2 0.2784 -0.4125 -2.8223
C8 0.8962 1.8354 0.4868
H11 0.7017 0.1930 -3.5269
H12 -0.0918 -1.2634 -3.2291
H13 2.8709 -0.8355 -2.6336
H14 2.5154 0.8083 -2.0489
H15 2.9295 -0.4846 -0.9013
H16 -1.1184 2.6718 -0.9369
H17 -1.3907 1.0387 -1.6172
H18 -2.2166 1.5380 -0.1668
H19 1.6890 1.4668 1.1205
H20 0.9725 2.8698 0.1770

Atomic forces in eV per Å
0.5 1.5 -0.9
0.0 0.4 0.0
0.1 0.1 -0.4
0.3 0.2 -0.2
1.7 -0.8 -3.8
-0.1 0.0 0.0
0.1 -0.1 -0.2
0.0 0.1 -0.1
0.0 0.0 0.0
0.1 0.0 -0.1
0.1 0.2 0.1
0.1 0.0 -0.1
0.0 0.0 0.0
-0.2 0.1 -0.1
-0.4 0.0 0.3
-0.2 -0.5 -0.1
-0.7 -0.3 2.7
-1.2 -1.4 2.2
-0.9 0.4 -0.4
0.1 -0.1 0.4
0.0 -0.2 0.4
0.3 0.1 -0.1
-0.1 0.1 0.1
0.1 0.1 0.0
0.1 0.1 0.1
0.1 0.0 -0.1
0.1 0.1 -0.1
0.0 0.0 0.2
0.1 -0.1 0.1
0.0 0.0 -0.2

[2]
A 2-piece molecular cluster, C8H20N4O5P overall at a distorted geometry. Source: the Open Molecules 2025 dataset; level of theory: ωB97M-V with the def2-TZVPD basis set.

Computed properties:
- HOMO energy (eV) = -11.80
- total charge = +1
- ΔE to the lowest compared entry with this formula, charge and spin (eV) = 4.5686

Geometry (Å):
N1 5.7922 3.6181 0.7104
C1 4.5257 4.1429 0.5913
N2 4.0464 5.5603 0.8641
C2 2.5599 5.4579 0.5877
N3 2.3045 4.0261 0.1430
O1 1.1780 3.3766 -0.1983
N4 3.4239 3.1995 0.1305
H1 5.9954 2.7266 0.2068
H2 6.4702 4.1091 1.3664
H3 1.7076 6.2825 0.6804
H4 0.9665 2.7220 0.5550
H5 3.5013 2.1764 -0.1130
O2 -0.9759 -0.3388 0.5882
P1 -1.8074 -1.4944 -0.0205
O3 -0.7398 -1.7980 -1.2500
C3 0.5073 -2.3845 -0.9255
C4 0.3529 -3.8465 -0.5526
O4 -2.8338 -0.4710 -0.8532
C5 -2.9354 0.8859 -0.4221
C6 -1.8624 1.7667 -1.0642
O5 -2.7364 -2.7856 -0.7006
C7 -2.9404 -3.9832 0.0271
C8 -2.9693 -3.8324 1.5365
H6 0.9950 -1.8222 -0.1201
H7 1.1444 -2.3035 -1.8118
H8 -0.1603 -3.9495 0.4004
H9 1.3342 -4.3234 -0.4591
H10 -0.2166 -4.3864 -1.3213
H11 -2.9052 0.9491 0.6660
H12 -3.9188 1.2583 -0.7195
H13 -0.8775 1.2942 -1.0896
H14 -1.7730 2.7192 -0.5339
H15 -2.1230 1.9704 -2.1051
H16 -2.1825 -4.7090 -0.2709
H17 -3.8980 -4.4002 -0.3032
H18 -2.1444 -3.2253 1.9150
H19 -2.9028 -4.8215 2.0090
H20 -3.9027 -3.3666 1.8568

Atomic forces in eV per Å
-1.3 1.4 0.4
-2.6 0.0 -0.5
-3.9 -5.4 -2.0
3.7 -4.6 -0.4
0.9 3.0 1.1
-1.0 -0.7 1.2
3.6 5.1 2.0
0.1 1.3 1.0
-1.1 -1.1 -1.6
2.1 -2.2 -0.3
0.1 1.3 -1.3
-0.7 1.7 0.2
-0.9 -3.3 3.2
0.6 4.7 -8.2
0.5 -0.4 0.5
0.3 -0.1 -0.2
0.3 -0.2 -0.3
-0.5 -1.0 1.2
0.2 0.4 -0.1
0.0 0.0 -0.2
0.2 0.6 3.8
-0.3 -1.0 -0.1
-0.5 -0.2 -0.1
0.0 0.0 0.0
-0.2 0.1 0.0
-0.1 -0.1 0.2
-0.1 0.1 0.1
0.2 0.2 0.2
0.1 0.0 -0.1
0.0 -0.3 -0.1
-0.1 -0.1 0.2
-0.1 0.0 -0.1
0.0 0.1 0.1
0.1 0.0 0.1
0.1 0.2 0.0
0.3 0.1 0.0
0.0 0.3 -0.1
0.1 0.1 0.0

[3]
One molecule with the formula C8H20O3Si at a distorted geometry. Source: the Open Molecules 2025 dataset; level of theory: ωB97M-V with the def2-TZVPD basis set.

Computed properties:
- SMILES = CCO[Si](CC)(OCC)OCC
- HOMO energy (eV) = -9.97
- ΔE to the lowest compared entry with this formula, charge and spin (eV) = 2.1644

Geometry (Å):
C1 1.3627 -2.5304 2.1486
C2 1.0853 -1.0403 2.1119
O1 1.4702 -0.4286 0.8905
Si1 0.1839 0.1117 -0.0622
C3 0.4054 -0.6394 -1.7925
C4 0.2730 -2.2167 -1.9010
O2 -1.3580 -0.2914 0.5418
C5 -2.4664 0.2768 -0.0877
C6 -3.0390 -0.6050 -1.1674
O3 0.3691 1.7967 -0.1429
C7 1.1104 2.6585 0.7146
C8 1.2150 4.0732 -0.0612
H1 1.2607 -3.0088 3.1467
H2 0.7291 -3.0855 1.5100
H3 2.4310 -2.7633 1.8538
H4 0.0489 -0.7633 2.3224
H5 1.8351 -0.5060 2.7620
H6 -0.3669 -0.1820 -2.4218
H7 1.3953 -0.3682 -2.1689
H8 -0.7387 -2.6086 -1.6994
H9 0.5234 -2.6199 -2.8563
H10 0.9592 -2.6651 -1.1990
H11 -2.2597 1.2748 -0.4315
H12 -3.2801 0.4499 0.6712
H13 -3.3466 -1.5639 -0.7619
H14 -3.9139 -0.2791 -1.8002
H15 -2.3129 -0.8579 -1.9331
H16 2.0890 2.2088 0.8436
H17 0.5755 2.8064 1.6278
H18 2.1718 4.1412 -0.5842
H19 1.1406 4.9751 0.6490
H20 0.4478 4.2505 -0.7226

Atomic forces in eV per Å
1.7 -0.4 0.8
1.9 0.8 1.3
-2.1 -0.1 -1.8
0.8 0.7 -0.3
-0.6 -0.8 0.2
-0.5 1.0 1.0
2.2 0.0 0.0
-2.3 0.7 0.6
-0.7 -0.8 -1.5
-0.7 -1.8 -0.3
-0.2 1.5 -2.3
1.9 -0.1 3.4
-0.1 0.7 -0.3
-0.8 -0.5 -0.9
-1.1 0.5 0.1
0.2 -0.3 0.5
-1.3 -0.8 0.5
0.3 0.1 -0.2
-0.1 0.2 0.0
0.3 0.4 0.2
0.3 0.1 -0.9
0.2 -0.3 0.4
0.4 0.5 -0.5
0.8 -0.3 -0.4
0.0 -0.2 0.3
0.7 0.4 1.2
0.4 0.1 0.0
0.2 0.2 0.4
-0.2 0.0 0.8
-0.1 0.0 0.0
0.4 -1.4 -0.7
-1.9 -0.2 -1.6